56
Properties=species:S:1:pos:R:3:forces:R:3 method="wB97M-V/def2-TZVPD" spin_multiplicity=1 e_lumo_ev=0.607 homo_energy_ev=-7.32 de_lowest_kcal_mol=439.2
C -6.517959 -0.760616 -0.807877 1.0 -2.6 -0.6
C -6.282965 -0.113361 0.472803 1.5 4.3 -1.3
C -5.019457 -0.443425 1.205385 -5.0 -4.0 1.5
C -3.805868 -0.235217 0.503014 3.5 -3.8 0.0
C -3.632415 1.123576 0.160345 2.6 2.6 10.5
C -2.334336 1.458911 -0.224816 -1.7 -1.2 7.3
O -2.180393 1.570217 -1.297704 2.6 2.1 -18.4
N -1.319755 1.561122 0.544531 0.8 -0.5 9.0
C 0.035583 1.632268 0.388264 3.4 -0.7 4.3
C 0.719550 1.926265 -0.728623 -7.0 1.0 -1.4
C 1.995023 2.146358 -0.836115 3.2 -0.7 -0.6
C 2.791941 1.645538 0.086908 6.5 -3.5 5.6
C 2.310041 1.080625 1.301598 -3.2 3.5 4.0
C 0.937709 1.378497 1.591976 0.9 -0.2 -7.5
H 0.473162 1.016360 2.383432 -1.8 -1.3 4.1
H 2.795005 0.939371 2.400533 -0.2 -0.2 -3.4
N 4.320439 1.329168 0.045701 -5.3 5.2 -2.5
C 4.699132 0.941668 -1.211079 3.8 3.9 -2.0
H 5.921356 1.258852 -1.402983 -3.1 -1.1 0.5
C 4.369662 -0.470976 -1.300541 1.5 -2.0 -8.8
N 4.014818 -1.041336 -0.204246 -1.7 -3.7 10.9
C 2.735815 -1.433956 0.438384 2.7 2.0 -12.3
O 2.665402 -1.755507 1.491720 -1.1 -3.0 10.7
C 1.707866 -1.592158 -0.600284 5.9 2.5 -8.8
C 0.457122 -1.952333 -0.398599 -0.1 -5.8 14.8
C -0.608020 -2.008921 -1.158908 -9.6 0.4 -5.9
H -0.468924 -2.805534 -2.041042 -0.4 2.2 1.3
H -0.819626 -0.837840 -1.484242 -0.1 -3.0 -0.2
H -1.687789 -2.445075 -0.590385 3.4 1.5 -1.5
H 0.279477 -1.545586 0.789251 -0.4 0.0 -2.8
H 0.590001 -3.039606 0.139811 -0.4 1.4 -1.2
H 2.060196 -2.358184 -1.684224 -0.1 2.0 3.2
H 1.637231 -0.617627 -1.198369 0.5 -0.6 0.7
C 5.011458 -0.806465 0.878443 -1.9 2.4 4.1
C 5.070980 0.804408 1.019660 5.2 -2.2 -4.0
H 6.173104 1.415456 0.895143 -2.0 -2.4 0.1
H 4.823242 1.221538 1.828238 -2.2 2.2 7.1
H 4.707281 -1.115820 2.101551 0.8 0.1 -4.3
H 5.988844 -1.047865 0.634504 1.7 -1.4 -0.6
H 3.455616 -0.539476 -2.010588 1.9 -0.4 0.4
H 5.348632 -1.144446 -1.641409 -2.2 1.7 -0.4
H 4.150521 1.630245 -1.869510 0.5 -0.8 -0.6
H 2.367151 2.203520 -1.775876 1.1 1.1 -2.8
H 0.014051 2.114064 -1.528183 0.5 0.1 -0.7
H -1.685763 1.409039 1.546163 1.7 0.4 -1.7
H -3.615160 1.771570 1.246098 -1.0 -1.3 -2.0
H -4.311121 1.566774 -0.354704 -4.2 2.4 -3.7
H -2.909062 -0.741502 1.176365 -1.8 1.5 -2.1
H -3.789935 -0.614894 -0.539875 -0.1 -1.4 0.7
H -5.348406 -1.548665 1.439809 1.7 1.3 -0.3
H -5.158063 -0.009216 2.168607 0.8 0.8 0.9
H -6.422480 1.024589 0.310685 0.5 -1.3 0.1
H -7.115805 -0.312472 0.985168 -2.9 -0.9 3.0
H -5.719934 -0.506339 -1.468538 0.2 0.3 -1.1
H -6.387680 -1.911362 -0.687047 -0.8 1.7 -0.3
H -7.486521 -0.414195 -1.128342 -0.3 -0.5 -0.8